Here is a molecular structure, C5H9ClS2 from the Open Molecules 2025 dataset. Energies are from ωB97M-V/def2-TZVPD.

The energy above the lowest of the compared OMol25 structures with the same formula, charge and spin comes out at 283.3 kJ/mol. The calculation puts the orbital gap at 9.48 eV. The net charge is 0. Its total energy is -1452.3604 hartree.

Each line ends with the Löwdin charge.
Atoms and positions in Å:
1 C -2.7993 -0.0470 -0.1662  -0.36
2 C -0.1836 -0.6328 -0.1599  -1.05
3 C 2.5566 -1.1938 -0.1864  -0.41
4 C 0.1197 0.9896 -0.3004  -0.81
5 C 0.2474 1.6902 0.9160  0.00
6 H -3.6479 0.3894 -0.6808  0.04
7 H -2.8530 -0.6972 0.6549  0.01
8 H -2.2094 0.7582 0.3193  0.02
9 H -0.5481 -0.6389 0.8322  0.03
10 H 3.1982 -1.8207 -0.9181  0.04
11 H 2.8933 -1.3376 0.9666  0.08
12 H 2.9610 -0.0912 -0.2485  0.06
13 H 0.3624 2.7134 0.9355  0.02
14 H -0.1693 1.0245 1.7595  0.09
15 S -1.6421 -0.9482 -1.2842  0.76
16 S 0.8716 -1.7364 -0.7301  0.79
17 Cl 0.8427 1.5786 -1.7094  0.69